An isolated molecule of HI3P2 at a distorted geometry, computed with the ωB97M-V functional and the def2-TZVPD basis.

**Highest occupied orbital energy**: -7.85 eV
**LUMO energy**: -1.82 eV
**Frontier orbital gap**: 6.0 eV
**Multiplicity**: 1
**Energy relative to the best compared isomer or geometry (same formula, charge and spin)**: 57.7 kcal/mol

Element x y z (Å)
1 P -1.44 -0.51 -1.24
2 P 0.51 0.07 -0.14
3 I -2.91 1.23 -0.31
4 I -0.01 0.40 2.32
5 I 1.80 -1.94 -0.33
6 H 2.04 0.75 -0.30

An isolated ion of composition C5H14IN3 and charge +2 at a distorted geometry, computed with the ωB97M-V functional and the def2-TZVPD basis.

**Highest occupied orbital energy**: -17.78 eV
**LUMO energy**: -8.89 eV
**Frontier orbital gap**: 8.9 eV
**Multiplicity**: 1
**Energy relative to the best compared isomer or geometry (same formula, charge and spin)**: 34.0 kcal/mol
**Total charge**: +2

Element x y z (Å)
1 C 0.61 -0.39 1.37
2 C -1.89 0.03 0.89
3 C -0.78 -1.84 0.05
4 C 1.01 0.52 -1.42
5 C -0.28 0.51 -0.84
6 N 1.52 1.33 -2.31
7 N 1.13 0.82 1.65
8 N -0.60 -0.44 0.30
9 I 3.24 1.39 -3.49
10 H 0.08 -0.92 2.21
11 H -2.64 0.16 0.15
12 H -2.25 -0.77 1.55
13 H -1.69 0.92 1.44
14 H -1.65 -2.22 -0.58
15 H 0.12 -2.28 -0.36
16 H -0.84 -2.24 0.99
17 H 1.41 -1.04 0.90
18 H 1.66 -0.38 -1.19
19 H -1.03 0.37 -1.64
20 H -0.61 1.56 -0.56
21 H 0.98 2.21 -2.45
22 H 0.96 1.45 2.44
23 H 1.52 1.25 0.90

A 2-piece molecular cluster, C17H21N6O3 overall at a distorted geometry, computed with the ωB97M-V functional and the def2-TZVPD basis.

**Highest occupied orbital energy**: -10.92 eV
**LUMO energy**: -3.62 eV
**Frontier orbital gap**: 7.3 eV
**Multiplicity**: 1
**Energy relative to the best compared isomer or geometry (same formula, charge and spin)**: 75.6 kcal/mol
**Total charge**: +1

Element x y z (Å)
1 C 3.48 1.00 -0.02
2 C 2.48 2.24 -0.23
3 C 1.02 1.83 0.35
4 O 0.88 1.37 1.52
5 O -0.09 2.04 -0.54
6 C -0.83 0.81 -0.74
7 C -0.09 -0.24 -1.73
8 N -1.20 -0.96 -2.48
9 C -2.20 -1.64 -1.60
10 C -1.79 -2.71 -0.59
11 C -2.75 -3.44 0.41
12 C -4.23 -2.93 0.24
13 C -4.45 -1.86 -0.84
14 N -3.55 -1.21 -1.71
15 C -1.29 -0.95 -3.82
16 N -2.30 -1.59 -4.65
17 C -1.90 -1.21 -6.01
18 N -0.68 -0.41 -6.05
19 O -0.01 0.09 -7.09
20 N -0.38 -0.29 -4.72
21 H 2.94 0.19 0.59
22 H 3.64 0.53 -1.07
23 H 4.45 1.36 0.45
24 H 2.79 3.20 0.31
25 H 2.35 2.47 -1.35
26 H -1.86 1.09 -1.18
27 H -1.05 0.24 0.22
28 H 0.68 0.24 -2.43
29 H 0.39 -1.05 -1.06
30 H -0.67 -2.99 -0.53
31 H -2.43 -4.24 1.15
32 H -5.08 -3.35 0.90
33 H -5.55 -1.53 -0.96
34 H -2.46 -1.49 -6.96
35 H -0.58 0.75 -7.56
36 H 0.46 0.28 -4.56
37 N 3.35 1.16 5.00
38 C 2.14 1.17 4.41
39 C 0.94 1.29 5.09
40 C 0.99 1.41 6.48
41 C 2.22 1.40 7.11
42 C 3.36 1.28 6.34
43 H 2.16 1.08 3.33
44 H 0.00 1.30 4.56
45 H 0.07 1.50 7.05
46 H 2.29 1.49 8.19
47 H 4.35 1.27 6.79

C4H9N3 as an isolated structure at a distorted geometry, computed with the ωB97M-V functional and the def2-TZVPD basis.

**Highest occupied orbital energy**: -19.50 eV
**LUMO energy**: -10.59 eV
**Frontier orbital gap**: 8.9 eV
**Multiplicity**: 1
**Energy relative to the best compared isomer or geometry (same formula, charge and spin)**: 130.4 kcal/mol
**Total charge**: +2

Element x y z (Å)
1 C -0.59 1.23 0.14
2 C -0.35 -0.93 -0.13
3 C -2.67 -0.21 -0.15
4 C 2.57 -0.58 -0.09
5 N 0.76 1.23 0.19
6 N -1.19 0.03 -0.04
7 N 1.34 0.08 -0.04
8 H -1.27 2.02 0.32
9 H -0.26 -1.90 -0.40
10 H -2.69 -1.27 -0.39
11 H -2.95 -0.05 0.93
12 H -3.01 0.63 -0.66
13 H 3.53 0.02 0.33
14 H 2.67 -1.34 0.69
15 H 2.67 -0.89 -1.06
16 H 1.45 1.93 0.37

An isolated ion of composition C5H4N and charge +1 at a distorted geometry, computed with the ωB97M-V functional and the def2-TZVPD basis.

**Highest occupied orbital energy**: -16.35 eV
**LUMO energy**: -7.49 eV
**Frontier orbital gap**: 8.9 eV
**Multiplicity**: 1
**Energy relative to the best compared isomer or geometry (same formula, charge and spin)**: 53.5 kcal/mol
**Total charge**: +1

Element x y z (Å)
1 C -1.67 0.32 -0.02
2 C -0.90 1.32 -0.08
3 C -1.23 -1.02 -0.01
4 C 0.92 -0.15 -0.01
5 C 0.51 1.29 0.00
6 N 0.07 -1.18 -0.02
7 H -1.80 -1.88 -0.04
8 H 1.52 -0.58 -0.96
9 H 1.58 -0.33 0.85
10 H 1.00 2.20 0.30

C39H44FI2N6O5SiSr as an isolated structure at a distorted geometry, computed with the ωB97M-V functional and the def2-TZVPD basis.

**Highest occupied orbital energy**: -7.63 eV
**LUMO energy**: -3.33 eV
**Frontier orbital gap**: 4.3 eV
**Multiplicity**: 1
**Total charge**: +1

Element x y z (Å)
1 Sr 0.30 -0.15 -2.37
2 F -2.25 0.45 4.49
3 C -0.97 0.46 4.07
4 C -0.70 0.41 2.73
5 C 0.63 0.36 2.30
6 C 0.90 0.30 0.86
7 O -0.02 0.25 0.04
8 C 2.29 0.30 0.48
9 C 3.24 0.32 1.44
10 N 2.98 0.32 2.78
11 C 4.08 0.30 3.72
12 C 5.18 -0.69 3.49
13 C 4.22 -0.89 4.63
14 C 1.67 0.38 3.23
15 C 1.37 0.48 4.59
16 C 0.06 0.51 5.02
17 N -0.19 0.61 6.42
18 C 0.44 -0.36 7.30
19 C 0.97 0.39 8.52
20 N 0.13 1.64 8.68
21 C -1.32 1.32 8.43
22 C -1.48 1.04 6.93
23 C 2.54 0.26 -1.02
24 O 2.71 1.35 -1.60
25 O 2.31 -0.85 -1.57
26 H -1.50 0.38 2.00
27 H 4.29 0.32 1.19
28 H 4.35 1.27 4.11
29 H 6.19 -0.36 3.72
30 H 5.09 -1.36 2.65
31 H 4.57 -0.71 5.64
32 H 3.49 -1.68 4.51
33 H 2.16 0.56 5.32
34 H 1.26 -0.86 6.79
35 H -0.27 -1.14 7.60
36 H 2.00 0.73 8.39
37 H 0.89 -0.18 9.44
38 H 0.43 2.30 7.97
39 H 0.27 2.06 9.60
40 H -1.92 2.16 8.77
41 H -1.54 0.45 9.05
42 H -1.79 1.94 6.40
43 H -2.28 0.30 6.81
44 C 1.01 -0.02 -7.55
45 Si 1.17 -0.23 -5.69
46 C 2.22 -1.76 -5.38
47 C 2.17 1.25 -5.09
48 N -0.25 -0.31 -4.73
49 C -1.56 -0.48 -5.07
50 C -2.06 -0.65 -6.38
51 C -3.40 -0.85 -6.67
52 C -4.35 -0.93 -5.66
53 C -3.91 -0.78 -4.35
54 C -2.58 -0.55 -4.09
55 O -2.17 -0.45 -2.73
56 C -2.98 0.25 -1.85
57 C -3.56 1.45 -2.20
58 C -4.30 2.14 -1.26
59 C -4.46 1.63 0.03
60 C -3.87 0.42 0.36
61 C -3.13 -0.28 -0.58
62 H 2.01 0.18 -7.95
63 H 0.37 0.83 -7.81
64 H 0.62 -0.90 -8.06
65 H 3.19 -1.68 -5.88
66 H 1.72 -2.65 -5.76
67 H 2.42 -1.91 -4.31
68 H 3.06 1.37 -5.71
69 H 2.51 1.16 -4.06
70 H 1.56 2.16 -5.18
71 H -1.35 -0.61 -7.20
72 H -3.69 -0.97 -7.71
73 H -5.39 -1.10 -5.88
74 H -4.61 -0.84 -3.53
75 H -3.44 1.84 -3.21
76 H -4.77 3.08 -1.52
77 H -5.05 2.17 0.76
78 H -4.01 0.00 1.35
79 H -2.66 -1.23 -0.35
80 N 1.17 3.78 -2.38
81 C -0.02 3.25 -2.06
82 O -0.31 2.09 -2.32
83 C -1.01 4.13 -1.34
84 I -0.76 3.87 0.76
85 H 1.91 3.15 -2.65
86 H 1.41 4.70 -2.06
87 H -2.01 3.80 -1.57
88 H -0.88 5.19 -1.54
89 I 0.06 -3.26 0.72
90 C -0.01 -3.90 -1.29
91 C 0.20 -5.24 -1.55
92 C 0.11 -5.65 -2.87
93 C -0.19 -4.71 -3.85
94 C -0.38 -3.40 -3.47
95 N -0.29 -2.98 -2.20
96 H 0.41 -5.94 -0.75
97 H 0.26 -6.69 -3.13
98 H -0.28 -4.99 -4.89
99 H -0.60 -2.62 -4.20